1.
This record from the Open Molecules 2025 dataset describes a cluster of 5 separate species, C27H66IO16P2S4 in total at a distorted geometry. The level of theory is the ωB97M-V functional and the def2-TZVPD basis.

XYZ file:
```
116
Properties=species:S:1:pos:R:3
C -10.82 -0.04 2.76
C -9.80 1.01 2.31
O -9.15 0.68 1.08
P -7.92 -0.34 1.22
O -8.17 -1.41 2.19
C -6.42 0.57 1.59
C -5.61 1.03 0.36
C -4.36 0.18 0.13
P -2.82 1.23 -0.39
C -1.36 2.43 -0.80
I -2.87 2.29 2.09
C -1.61 -0.11 0.24
C -1.75 -1.51 -0.40
C -0.56 -1.80 -1.36
C -1.66 -2.54 0.75
C -2.80 0.63 -2.20
C -3.02 1.81 -3.12
C -1.89 2.00 -4.32
O -3.43 1.58 -4.34
O -7.70 -0.94 -0.24
C -8.86 -1.52 -0.87
C -8.70 -3.04 -0.99
H -10.38 -0.62 3.57
H -11.73 0.43 3.10
H -10.99 -0.74 1.95
H -9.08 1.24 3.10
H -10.34 1.93 2.11
H -5.86 -0.12 2.22
H -6.67 1.42 2.22
H -5.37 2.08 0.49
H -6.23 0.95 -0.53
H -4.09 -0.26 1.08
H -4.56 -0.65 -0.55
H -3.75 2.30 -0.74
H -1.70 3.36 -1.24
H -0.86 2.71 0.13
H -0.62 1.94 -1.44
H -1.76 -0.21 1.31
H -0.60 0.27 0.12
H -2.70 -1.70 -0.88
H -0.90 -2.01 -2.37
H 0.14 -0.98 -1.39
H -0.02 -2.67 -1.00
H -1.65 -3.56 0.37
H -0.79 -2.32 1.38
H -2.55 -2.45 1.37
H -3.63 -0.02 -2.48
H -1.84 0.27 -2.53
H -3.36 2.74 -2.67
H -1.92 2.27 -5.37
H -1.84 3.09 -4.00
H -8.97 -1.06 -1.85
H -9.77 -1.31 -0.31
H -9.28 -3.52 -0.21
H -9.05 -3.36 -1.97
H -7.65 -3.29 -0.86
O 2.71 -1.15 -0.83
S 3.69 -0.65 0.08
O 4.28 0.63 -0.11
O 4.85 -1.75 0.21
C 5.48 -2.19 -1.01
C 6.42 -1.16 -1.58
C 3.08 -0.76 1.73
H 4.73 -2.48 -1.74
H 6.04 -3.08 -0.74
H 5.88 -0.27 -1.92
H 6.95 -1.57 -2.44
H 7.15 -0.83 -0.84
H 2.66 -1.75 1.88
H 2.31 0.00 1.83
H 3.90 -0.57 2.42
O 6.59 -0.50 -4.98
S 6.58 -0.76 -6.38
O 6.93 -2.06 -6.88
O 7.49 0.33 -7.10
C 8.84 0.49 -6.64
C 9.75 -0.64 -7.07
C 5.04 -0.27 -7.07
H 8.85 0.61 -5.55
H 9.18 1.43 -7.07
H 9.47 -1.58 -6.61
H 10.78 -0.42 -6.79
H 9.70 -0.78 -8.15
H 4.80 0.72 -6.72
H 4.30 -0.99 -6.73
H 5.12 -0.30 -8.15
O 8.70 -3.75 0.78
S 7.97 -4.17 1.94
O 7.80 -3.30 3.05
O 8.57 -5.56 2.44
C 9.98 -5.61 2.73
C 10.35 -4.90 4.03
C 6.40 -4.78 1.45
H 10.55 -5.20 1.89
H 10.22 -6.67 2.81
H 10.17 -3.83 3.96
H 11.40 -5.06 4.25
H 9.74 -5.28 4.85
H 6.52 -5.47 0.62
H 5.80 -3.93 1.14
H 5.93 -5.28 2.30
O -4.87 6.43 5.61
S -3.64 7.15 5.67
O -3.35 8.17 4.72
O -2.44 6.13 5.75
C -2.31 5.11 4.71
C -1.82 5.66 3.40
C -3.44 7.83 7.29
H -3.26 4.59 4.59
H -1.59 4.39 5.11
H -2.54 6.33 2.95
H -1.64 4.84 2.70
H -0.89 6.23 3.53
H -3.64 7.05 8.02
H -4.16 8.63 7.39
H -2.43 8.21 7.39
```

Results
Gap between HOMO and LUMO = 6.4 eV
Highest occupied orbital energy = -4.68 eV
Total charge = -1
Total energy = -4845.21328 hartree

---

2.
This record from the Open Molecules 2025 dataset describes a cluster of 9 separate species, C27H67N7O15P2 in total at a distorted geometry. The level of theory is the ωB97M-V functional and the def2-TZVPD basis.

XYZ file:
```
118
Properties=species:S:1:pos:R:3
C -0.03 5.51 4.94
C -0.84 6.39 3.96
O -1.31 7.43 4.34
N -1.04 5.87 2.75
C -1.96 6.27 1.66
H 0.87 5.05 4.52
H -0.66 4.66 5.20
H 0.37 6.14 5.74
H -0.70 4.92 2.70
H -1.34 6.92 1.04
H -2.95 6.67 1.87
H -2.22 5.38 1.10
C 7.17 -4.46 5.25
C 8.60 -4.60 5.74
O 8.89 -4.21 6.91
N 9.56 -5.00 4.84
C 10.97 -4.82 5.03
H 7.03 -4.38 4.17
H 6.64 -3.63 5.72
H 6.65 -5.40 5.46
H 9.32 -5.42 3.95
H 11.34 -3.82 4.78
H 11.51 -5.52 4.40
H 11.24 -5.19 6.01
C 9.44 2.17 2.35
C 10.83 2.22 1.82
O 11.79 1.82 2.48
N 10.98 2.77 0.61
C 12.24 2.92 -0.01
H 9.01 3.13 2.06
H 9.60 2.09 3.42
H 8.94 1.28 1.98
H 10.16 2.97 0.05
H 12.80 1.99 -0.16
H 12.86 3.55 0.62
H 12.15 3.47 -0.95
C 1.36 -8.39 8.76
C 0.45 -7.71 7.77
O -0.40 -8.43 7.18
N 0.63 -6.39 7.64
C -0.15 -5.55 6.79
H 1.77 -9.22 8.18
H 0.82 -8.87 9.58
H 2.16 -7.80 9.20
H 1.21 -5.87 8.28
H 0.56 -4.92 6.24
H -0.78 -4.94 7.43
H -0.70 -6.08 6.02
C 4.19 4.99 -3.37
C 5.64 5.39 -3.23
O 6.50 4.55 -3.20
N 5.90 6.65 -3.27
C 7.16 7.34 -3.02
H 3.96 4.58 -2.39
H 4.04 4.19 -4.09
H 3.44 5.74 -3.63
H 5.10 7.25 -3.19
H 7.91 6.64 -2.63
H 6.89 8.09 -2.28
H 7.56 7.82 -3.91
C 0.64 -1.74 -0.31
C -0.69 -1.20 0.10
O -0.72 -0.41 1.02
N -1.77 -1.72 -0.43
C -3.13 -1.47 0.01
H 1.04 -1.09 -1.09
H 0.65 -2.73 -0.77
H 1.27 -1.78 0.58
H -1.67 -2.38 -1.19
H -3.85 -1.78 -0.75
H -3.15 -0.43 0.34
H -3.33 -2.00 0.94
C -11.07 -3.29 4.81
C -11.79 -3.96 3.62
O -11.52 -3.63 2.49
N -12.58 -4.97 3.92
C -13.30 -5.81 2.99
H -10.17 -2.74 4.52
H -10.80 -4.13 5.45
H -11.73 -2.67 5.40
H -12.51 -5.26 4.89
H -12.79 -6.57 2.40
H -13.92 -5.17 2.35
H -14.02 -6.41 3.54
C -9.76 4.24 -6.99
O -9.27 5.54 -6.52
P -8.55 5.52 -5.09
O -7.14 4.97 -5.08
O -8.79 7.09 -4.68
C -7.99 8.13 -5.28
O -9.56 4.67 -4.15
C -9.12 4.05 -2.96
H -9.11 3.47 -6.58
H -9.80 4.12 -8.07
H -10.77 4.08 -6.62
H -7.25 8.56 -4.60
H -8.63 8.91 -5.71
H -7.49 7.61 -6.09
H -9.75 3.18 -2.76
H -9.30 4.80 -2.18
H -8.07 3.81 -3.04
C -0.66 -1.16 -6.89
O -0.03 -2.38 -6.28
P 0.51 -3.63 -7.17
O 0.92 -4.72 -6.24
O -0.72 -4.15 -8.10
C -0.73 -5.56 -8.55
O 1.61 -3.12 -8.22
C 2.66 -2.27 -7.80
H -1.63 -1.40 -7.33
H -0.01 -0.87 -7.72
H -0.66 -0.23 -6.31
H -1.00 -5.62 -9.60
H -1.35 -6.10 -7.84
H 0.25 -6.01 -8.40
H 3.58 -2.73 -8.15
H 2.85 -2.34 -6.73
H 2.53 -1.32 -8.31
```

Results
Relative energy (zero: lowest compared OMol25 entry of this formula, charge and spin) = 0.000 eV
Gap between HOMO and LUMO = 9.8 eV
Highest occupied orbital energy = -9.43 eV
SMILES = COP(=O)(OC)OC.COP(=O)(OC)OC.CNC(C)=O.CNC(C)=O.CNC(C)=O.CNC(C)=O.CNC(C)=O.CNC(C)=O.CNC(C)=O
Total charge = 0
Total energy = -3263.72180 hartree

---

3.
This record from the Open Molecules 2025 dataset describes a structure of composition C27H68ClInO7P at a distorted geometry. The level of theory is the ωB97M-V functional and the def2-TZVPD basis.

XYZ file:
```
105
Properties=species:S:1:pos:R:3
C -1.11 0.25 -4.10
C -0.89 1.10 -2.72
C -1.99 0.60 -1.57
Cl -3.73 1.10 -1.94
In -1.19 1.33 0.43
C -2.11 0.01 2.05
C -1.74 -1.56 1.60
C -0.17 -1.79 2.01
C 0.49 -3.19 1.49
C 1.94 -2.88 0.79
C 3.21 -2.83 1.81
C 3.06 -1.76 3.05
O 2.60 -2.52 4.23
C 1.85 -1.69 5.18
P -1.44 3.82 0.84
C -3.24 4.44 0.54
O -1.16 4.17 2.55
H -1.56 -0.84 -3.90
H -1.84 0.86 -4.78
H -0.05 0.06 -4.59
H 0.17 0.86 -2.25
H -0.95 2.27 -2.84
H -1.96 -0.59 -1.63
H 0.60 0.96 0.42
H -3.25 0.19 2.21
H -1.45 0.20 3.02
H -1.87 -1.66 0.41
H -2.48 -2.32 2.10
H -0.11 -1.80 3.20
H 0.53 -0.91 1.60
H 0.64 -3.88 2.43
H -0.19 -3.71 0.65
H 1.85 -1.94 0.07
H 2.15 -3.80 0.05
H 4.14 -2.46 1.17
H 3.48 -3.89 2.25
H 4.12 -1.30 3.34
H 2.38 -0.83 2.79
H 1.34 -0.74 4.70
H 0.96 -2.36 5.60
H 2.48 -1.37 6.12
H -3.24 5.58 0.90
H -4.02 3.84 1.18
H -3.46 4.46 -0.61
H -0.70 3.39 2.99
C -4.52 -5.73 3.09
C -4.39 -4.60 2.08
C -5.44 -4.71 0.99
O -3.09 -4.64 1.50
H -4.38 -6.70 2.61
H -3.76 -5.65 3.87
H -5.51 -5.72 3.57
H -4.49 -3.64 2.60
H -5.33 -5.65 0.43
H -5.33 -3.90 0.26
H -6.45 -4.66 1.41
H -3.00 -5.49 1.04
C 2.63 -5.70 4.72
C 3.18 -7.09 5.01
C 3.41 -7.30 6.50
O 4.41 -7.27 4.31
H 3.34 -4.93 5.04
H 2.48 -5.56 3.65
H 1.68 -5.54 5.24
H 2.48 -7.85 4.64
H 4.15 -6.58 6.88
H 3.82 -8.30 6.68
H 2.48 -7.19 7.06
H 5.04 -6.60 4.63
C -7.59 4.48 1.21
C -7.45 5.61 0.20
C -8.50 5.50 -0.89
O -6.15 5.57 -0.39
H -7.45 3.51 0.73
H -6.82 4.57 1.98
H -8.57 4.50 1.69
H -7.55 6.58 0.71
H -8.39 4.57 -1.45
H -8.39 6.32 -1.62
H -9.51 5.55 -0.48
H -6.06 4.72 -0.84
C 1.99 2.53 -5.27
C 2.53 2.79 -3.87
C 3.83 3.58 -3.92
O 2.76 1.55 -3.21
H 2.70 1.94 -5.86
H 1.06 1.95 -5.22
H 1.79 3.46 -5.80
H 1.78 3.34 -3.29
H 4.60 3.03 -4.46
H 4.21 3.76 -2.90
H 3.68 4.55 -4.41
H 3.42 1.06 -3.72
C 6.01 4.66 -7.57
C 6.55 4.93 -6.18
C 7.85 5.72 -6.22
O 6.78 3.68 -5.51
H 6.73 4.07 -8.16
H 5.09 4.08 -7.53
H 5.81 5.60 -8.10
H 5.80 5.48 -5.59
H 8.63 5.16 -6.76
H 8.23 5.89 -5.21
H 7.70 6.69 -6.71
H 7.44 3.19 -6.02
```

Results
Gap between HOMO and LUMO = 5.6 eV
Highest occupied orbital energy = -3.44 eV
Total charge = -1
Total energy = -2587.64344 hartree